The following is a quantum chemistry calculation of C33H75F18N4OP3Zn as an isolated structure in a non-equilibrium geometry, from the Open Molecules 2025 dataset.

Each line ends with the Mulliken charge.
Element x y z (Å)
H -2.40700 -4.74655 -5.07333  0.39
H 3.69527 3.49361 -9.82459  0.38
H -2.69320 -7.13129 0.49575  0.32
C -7.03574 0.96731 3.55374  -1.62
H 5.25491 2.10950 -6.57657  0.48
H -3.87487 -6.18219 -0.90917  0.35
C 2.01197 2.10238 -5.29659  -1.06
C -4.97573 -1.99772 7.12709  -0.49
C 5.00942 -0.30251 -5.59948  -0.74
H -2.90593 -2.24515 7.45222  0.36
F 9.83388 -0.42695 1.56817  -0.35
F -3.77319 4.15182 -0.65472  -0.34
N -3.43892 -4.66147 -3.21667  0.20
F 6.18143 -6.87822 2.29395  -0.36
F 7.84658 -0.46181 2.93310  -0.33
F 5.83309 -4.90441 -0.24821  -0.34
C -2.63012 -3.99479 -4.31625  -1.13
H -0.01460 -0.44132 1.26311  0.26
Zn 4.94715 -1.79021 2.26462  1.21
H -0.06447 -2.13025 0.86188  0.26
H -7.62210 1.15040 2.65333  0.38
P 5.93975 -6.04612 0.89520  1.10
C -7.13177 -0.41618 4.10699  -0.12
C -3.68098 -2.71033 6.84311  -0.59
H 4.74980 2.69335 -4.16465  0.33
H -6.89873 -1.08916 3.28183  0.38
C -3.71503 -3.61764 -2.10253  -0.49
H 4.24619 4.64143 -8.72393  0.37
H 2.75426 -0.29628 -5.42245  0.44
C -2.53984 -5.89469 -2.69141  -0.71
C 1.80160 7.05849 2.67583  -0.64
C 4.32942 1.69633 -4.29633  -0.61
H 1.47214 1.50705 -4.56020  0.44
F 5.09832 -4.97192 1.72379  -0.37
F -3.69298 2.45108 -3.35346  -0.37
H -1.78937 -8.13277 -0.82127  0.35
H -0.29913 6.70152 4.24489  0.31
H -3.04162 -2.78796 -2.31760  0.35
H -4.73302 -0.93845 7.21159  0.31
F 6.87392 -7.11222 0.05112  -0.34
H -3.12829 -1.25150 5.42657  0.31
F 8.96547 1.50998 2.38630  -0.33
C 0.25887 7.17152 2.25542  -0.60
N 1.97314 5.52502 2.79539  0.39
H 0.17592 -0.96825 -0.29340  0.23
H -1.44351 6.05770 3.05720  0.35
H -5.83677 -3.96707 -1.45847  0.28
H 5.43884 5.72590 5.29650  0.36
F -4.34827 4.63334 -2.74515  -0.38
C 5.43280 0.58649 -4.41823  -0.55
H 5.69501 -0.27271 -6.44634  0.33
C -7.01248 -2.97828 5.90335  -1.03
H -5.28486 0.00544 5.30500  0.45
C -2.11508 -7.16999 -0.42749  -1.29
H -3.59561 -7.53957 -1.92604  0.50
H 3.24386 5.40652 1.18005  0.44
C 4.26615 2.56825 -6.57676  -0.71
H 3.30708 0.05883 -7.06465  0.37
H -5.35674 -3.05436 -4.33423  0.27
H 5.60765 0.07345 -3.47255  0.40
F -2.21626 3.71609 -2.17500  -0.38
C 5.49340 5.01520 4.47186  -1.38
H 0.09402 6.81764 1.23775  0.29
H -6.72699 -0.20905 6.22943  0.60
H 2.94342 3.98281 3.91708  0.45
C 3.56577 0.13505 -6.00854  -0.45
C -5.66979 -3.74035 -3.54713  -0.65
F 7.17463 -5.21119 1.44843  -0.33
C -4.89532 -5.02046 -3.71912  -0.58
C -6.20243 -0.58125 5.34943  -1.08
N -5.78458 -1.96713 5.79700  0.42
H -6.67083 -3.98646 6.13774  0.44
H -4.75513 -5.39824 -4.73190  0.35
H 0.22047 4.34533 2.51532  0.35
H 4.64403 4.79099 2.52614  0.36
H 3.61971 1.60766 -3.47381  0.40
H 5.55173 3.96159 4.74499  0.34
H 4.35031 3.59895 -6.23225  0.34
H 0.50607 4.62027 4.22812  0.35
H 1.58925 5.22870 0.57726  0.36
C 0.54475 5.08796 3.24433  -0.65
P 8.33135 0.26301 1.61771  1.09
F 6.73411 0.68682 1.61555  -0.38
C 4.24883 3.56390 -8.88825  -1.45
H 1.45327 1.93199 -6.21688  0.41
H 2.49080 2.97432 -7.74847  0.28
H -7.35123 1.65073 4.34210  0.39
H -0.08884 8.19737 2.37718  0.40
C -0.39230 6.27549 3.24592  -0.51
H -5.62538 -2.47882 7.85824  0.32
C -4.77040 -2.56463 4.75551  -0.59
F -5.28142 2.83727 -1.77162  -0.34
H 2.50846 3.90614 1.46347  0.43
H -4.83450 -3.63932 4.58512  0.46
H 2.47442 7.43938 1.90750  0.32
C 3.01647 5.06984 3.88385  -0.75
H -3.40706 -4.14781 -1.20133  0.33
C 0.51433 -1.21887 0.71197  -0.56
O 1.97531 -1.18227 0.78833  -0.44
H -7.51942 -2.96767 4.93846  0.34
H 4.91817 -1.35181 -5.31889  0.40
C 2.26853 4.96676 1.38847  -1.17
C -5.24651 -3.30848 -2.09561  -0.57
H 1.94737 7.53035 3.64755  0.40
H -6.06323 1.39487 3.30977  0.39
H 5.29851 3.31225 -9.03973  0.36
H 4.60817 6.41066 3.02914  0.40
H -1.21330 -6.56447 -0.33666  0.33
H -2.53687 -2.83132 5.13705  0.40
H 3.23149 1.70013 -8.43867  0.37
H 6.44048 5.11778 3.94212  0.40
F 7.74906 -0.99257 0.87448  -0.33
P -3.76255 3.27578 -1.95858  1.17
H 6.34564 1.15123 -4.60772  0.31
H -7.69702 -2.69318 6.70224  0.38
H 2.64397 5.46885 4.82731  0.42
C -3.08332 -6.70674 -1.44432  -0.46
H -1.62510 -5.32164 -2.53981  0.48
H -2.39666 -6.53934 -3.55861  0.36
H -5.44501 -2.28321 -1.78331  0.41
C 3.50691 2.62802 -7.93740  -0.24
F 4.58109 -6.83013 0.44868  -0.34
C 4.48004 5.39951 3.41547  -0.42
H -4.66284 -2.08286 3.78369  0.23
H -8.18636 -0.33062 4.36897  0.29
F 8.61612 1.15909 0.27145  -0.35
H -1.72699 -3.53372 -3.91641  0.43
H -3.79631 -3.73500 7.19648  0.30
F -3.16609 1.90680 -1.29190  -0.37
N 3.50724 1.62799 -5.59826  0.08
H -6.75827 -3.75915 -3.60143  0.42
C -3.43938 -2.29615 5.43229  -0.62
H -5.27176 -5.81877 -3.07951  0.36
H 2.05019 3.15409 -5.01280  0.35
H -3.13240 -3.15236 -4.79179  0.41

Force components x, y, z for each atom (eV/Å):
0.1350 0.0990 0.0938
0.4534 -0.1227 -0.3593
0.7199 -0.8606 0.2646
0.9625 2.2940 0.0665
0.0539 0.2180 -0.5475
-0.1353 0.5343 -0.4358
1.3748 -0.4869 -1.2766
-0.7637 0.9387 -0.9140
-1.1841 -0.5397 -0.1004
-0.0380 -0.2441 0.3431
-1.6026 0.5512 0.2050
-0.0341 -0.3219 1.8667
-0.7914 -0.0691 0.1247
-1.4826 -1.1212 -0.9406
1.1160 -0.9756 3.0820
-0.1377 -1.0844 -2.1095
-0.3211 -0.2047 -0.0735
0.4582 0.2432 0.5940
0.2210 -0.1493 -0.9306
0.8157 -0.7570 0.4340
-0.3162 -0.2991 0.2558
2.0529 -0.7873 0.9253
0.6922 0.0566 0.0817
-0.3866 0.8609 1.9013
-0.0001 -0.0382 -0.3918
-0.2644 -0.5379 0.3582
-0.2124 -1.1911 0.2955
-0.2690 -0.0664 0.8803
0.3315 -0.3551 0.0786
-0.9832 1.3663 0.2867
-1.6313 -0.6183 -1.0279
-0.3312 -0.6482 0.0878
0.8206 -0.1495 0.3466
-3.1740 1.2452 2.1293
-0.2403 0.3074 -0.5876
0.1869 -0.3272 1.1341
-0.3498 0.3478 0.0185
-0.4183 0.1592 0.2633
-0.4051 -0.0458 1.0389
-1.2129 1.4731 0.5102
-0.3660 0.1946 -0.1092
-1.1145 -0.0356 1.0545
1.5781 1.0660 0.2732
-1.4819 0.2476 0.4285
0.7482 0.1821 -0.8363
0.2076 -0.2621 -0.1055
0.4707 -0.0800 0.3996
0.2310 -0.4376 0.2336
0.9739 -1.0019 -0.0549
-0.5012 1.3573 -0.0056
-0.0724 0.1984 0.0760
0.8142 1.0889 -0.3186
0.0796 -0.1014 -0.4280
0.8481 -0.3140 -0.2976
-0.0658 -0.2257 0.3421
-0.1574 0.1388 -0.4269
-1.7823 -1.6727 -1.1021
0.2101 -0.0537 0.1199
0.0447 0.3316 0.2232
-0.2997 -0.1197 -0.1557
0.3511 0.5028 -0.3970
0.8612 0.5519 -0.8666
0.0806 0.2296 -0.0480
-0.1355 0.2605 -0.0227
-0.1917 0.0011 0.0724
0.6385 1.5724 0.4199
0.2423 1.0931 0.5822
2.6050 0.6162 -0.6281
1.2417 -0.4238 0.0418
-0.9157 -0.0171 0.7281
-0.5143 -3.1444 -1.8218
0.4442 0.2286 -0.1530
-0.2905 0.0749 0.0166
0.0989 -0.0675 0.0358
0.0913 -0.2607 0.0799
0.0973 -0.5763 0.0114
-0.7556 0.0859 0.3269
-0.2534 -0.2671 0.6050
0.7615 -0.1194 -0.0973
-0.3956 -0.0194 0.6845
-0.4614 -1.3988 -0.3435
2.4290 0.5749 -1.2637
-1.4163 2.7383 -0.4239
-0.4945 0.0638 -1.0026
0.1301 0.4260 -0.0385
0.1219 0.7380 0.2031
-0.4780 0.2520 -0.1360
0.1520 0.0323 -0.3698
0.6337 -0.1042 0.6995
0.1806 0.6825 0.2470
1.6227 0.5899 -0.0343
-0.2421 -0.7500 0.7414
-0.6796 -0.0906 0.0541
-0.7600 0.0922 0.3784
0.0781 -0.0149 0.3110
0.3499 0.4128 -2.1540
0.0844 0.5012 0.1521
1.5157 0.5659 0.5255
-2.3306 -0.2943 -0.2872
0.0622 0.0146 0.1484
0.2836 0.0099 0.1014
1.8691 0.3698 1.2613
0.8192 -0.3773 -1.4158
0.1841 -0.1690 -0.0783
0.5055 -0.6465 -0.1226
-0.1257 -0.3748 -0.0971
-0.1082 0.2965 0.5756
-0.1471 0.2276 0.0908
-0.3883 -0.2277 -1.0092
1.0009 -0.4553 0.1311
0.3540 0.4084 0.4191
0.0625 -2.0829 -2.4935
0.0659 0.9321 -2.7479
0.1990 -0.4379 -0.2328
0.1807 0.4665 -0.1210
0.3216 0.3049 -0.1067
-1.3486 1.6316 -2.5772
0.2361 -0.5190 0.4706
-0.0966 0.0871 0.0274
-0.0027 -0.0017 -0.4063
0.4233 0.7080 0.8239
0.9712 0.5483 0.3155
-1.6198 -0.9125 0.0781
-1.3214 0.3237 0.0400
-0.0436 -1.5799 0.3153
-0.8138 -1.2752 0.0604
0.0921 -0.5381 0.2576
0.4648 -0.3562 -0.9755
-0.6256 0.0748 1.3372
-0.7199 1.2442 1.5613
0.1166 -0.6549 -0.1635
1.0370 -1.1216 0.3158
0.1710 -0.0133 0.0381
-0.0403 -0.1600 -0.1197
-0.5898 -0.2768 0.1880

Calculated values
Kohn-Sham gap in hartree: 0.1556
E_HOMO in eV: -12.7
Net charge: +2